1.
Molecular formula: C3H6N2O
Method: DFT, ωB97M-V/def2-TZVPD

Last column: Löwdin charge in e.
Positions of all 12 atoms, in Å:
O (0.0124, 1.5782, 1.7615)  0.060
N (1.2113, 0.6443, -1.3646)  0.168
N (0.2845, -0.7771, 0.3062)  -0.040
C (0.5315, 1.6600, 0.6725)  -0.187
C (-1.0486, -1.2118, -0.1341)  -0.092
C (0.7189, 0.4510, -0.2085)  -0.442
H (-1.3364, -0.6741, -1.0426)  0.084
H (-1.0608, -2.2835, -0.3512)  0.072
H (0.8782, 2.6157, 0.2393)  0.122
H (1.2973, -0.2639, -1.8298)  0.069
H (0.3138, -0.7408, 1.3181)  0.104
H (-1.8023, -0.9979, 0.6332)  0.082

Computed properties:
SMILES string: [H]/N=C(/C=O)NC
E_HOMO: -9.72 eV
LUMO level: -0.038 eV
ΔE to the lowest compared entry with this formula, charge and spin: 1.698 eV

***

2.
Molecular formula: C4H10NO2
Method: DFT, ωB97M-V/def2-TZVPD

Last column: Löwdin charge in e.
Positions of all 17 atoms, in Å:
O (-1.1453, -2.4560, 0.5690)  -0.177
O (1.8722, 0.7782, 1.4606)  -0.311
N (-0.5238, 1.2674, 0.0123)  -0.073
C (-0.9381, -1.1383, -0.2202)  -0.201
C (1.2704, -0.2495, 0.9155)  -0.555
C (-0.2698, -0.1123, 0.6064)  -0.392
C (0.1904, 1.3948, -1.3827)  -0.116
H (-0.5774, 1.5721, -2.1204)  0.039
H (1.3624, -1.2694, 1.3642)  0.077
H (-0.0559, 1.9267, 0.6770)  0.082
H (0.7751, 2.2909, -1.4498)  0.048
H (-1.9751, -0.8266, -0.4241)  0.100
H (-1.2627, -1.9092, 1.4759)  0.121
H (1.7836, -0.4908, -0.1920)  0.099
H (0.8068, 0.5576, -1.6835)  0.043
H (-0.5809, 0.0891, 1.6222)  0.121
H (-0.7320, -1.4248, -1.2303)  0.098

Computed properties:
SMILES string: CN[C@H](C[O-])CO
charge: -1
E_HOMO: -2.59 eV
LUMO level: 3.962 eV
ΔE to the lowest compared entry with this formula, charge and spin: 4.542 eV

***

3.
Molecular formula: C3H9NO2S
Method: DFT, ωB97M-V/def2-TZVPD

Last column: Mulliken spin population.
Positions of all 16 atoms, in Å:
S (1.6914, 0.2462, -0.2605)  0.012
O (3.0472, -0.1532, -0.1025)  0.056
O (1.3000, 1.2939, 0.6935)  0.013
N (-1.5724, 1.3998, 0.4724)  0.218
C (-1.5548, 0.9369, -0.7904)  0.830
C (0.4061, -0.8885, -0.5599)  0.795
C (0.0416, -1.4654, 0.8649)  0.027
H (-2.2587, 0.9234, 1.0725)  0.003
H (1.9093, 1.1198, -1.5153)  0.000
H (0.7343, -1.6369, -1.2521)  0.041
H (-0.5331, 1.4327, 0.8454)  -0.004
H (-0.8543, -1.9907, 0.8904)  -0.005
H (-0.7361, 1.1859, -1.4678)  -0.025
H (0.0143, -0.7309, 1.6112)  -0.013
H (-2.4216, 0.5875, -1.3850)  0.007
H (0.7868, -2.2604, 0.8833)  0.045

Computed properties:
2S+1: 3
E_HOMO (alpha / beta): -6.00 / -10.81 eV
LUMO level (alpha / beta): 0.509 / -2.030 eV
ΔE to the lowest compared entry with this formula, charge and spin: 1.529 eV

***

4.
Molecular formula: ClH42O21Zn
Method: DFT, ωB97M-V/def2-TZVPD

Last column: Löwdin charge in e.
Positions of all 65 atoms, in Å:
Zn (0.7444, -2.3546, 0.8617)  0.392
Cl (0.3491, -0.2817, -0.0653)  0.293
O (1.7471, -1.4733, 2.4732)  -0.045
O (2.4410, -2.8397, -0.2198)  -0.025
O (1.0880, -4.1268, 1.9924)  -0.015
O (4.1184, -0.0212, -2.4760)  -0.053
O (-3.1357, -3.6299, -1.2185)  -0.019
O (4.0950, 1.4210, 1.0021)  -0.071
O (-1.9168, -0.5132, -3.9751)  -0.075
O (-0.2772, 2.4321, 1.8266)  -0.047
O (2.5270, 2.0006, -1.0963)  -0.049
O (-3.5319, -1.4704, 1.3126)  -0.025
O (-0.1733, 5.1738, 0.9435)  -0.051
O (-3.8508, 1.4388, 0.7726)  -0.028
O (-3.0801, -0.6752, -1.6821)  -0.028
O (-0.4010, -3.6050, -0.4162)  -0.032
O (-0.7575, 2.4942, -1.0770)  -0.071
O (0.4915, 0.4136, 4.3097)  -0.024
O (-0.5969, 1.9199, -4.0518)  -0.022
O (2.3483, 2.4304, 2.8791)  -0.039
O (-0.8766, -2.1996, 1.9865)  -0.068
O (2.7399, -2.3886, -3.0893)  -0.024
O (-1.0786, 5.0219, -2.3429)  -0.040
H (-1.7056, -1.8693, 1.6401)  0.017
H (-4.7773, 1.6423, 0.6444)  0.066
H (1.4430, -0.6640, 2.8840)  0.027
H (-2.3152, -0.5652, -3.1063)  -0.061
H (-0.4244, 0.6407, 4.4699)  0.057
H (-3.4709, -0.5155, 1.2849)  0.014
H (2.2021, 2.1879, 3.7935)  0.033
H (-3.0538, -1.4153, -1.0756)  0.009
H (-0.4824, -3.6682, -1.3678)  0.089
H (2.3291, -2.7226, -1.1632)  0.024
H (-3.4507, -4.4089, -1.6769)  0.065
H (-1.3873, 0.2838, -3.9489)  -0.038
H (3.2248, -3.3828, -0.1367)  0.099
H (-0.4627, 4.2616, 0.9263)  -0.031
H (1.7269, 1.5824, -0.7781)  -0.045
H (1.9942, -2.1393, -3.6352)  0.076
H (0.3102, 5.2877, 0.1252)  0.028
H (-0.4573, 1.6065, -0.8821)  -0.096
H (-3.8162, -1.6669, 2.2052)  0.067
H (-1.7052, 2.4096, -1.1812)  0.060
H (-1.8410, 5.3062, -1.8387)  0.037
H (2.2690, 2.4182, -1.9181)  0.071
H (3.5437, -0.7818, -2.3899)  -0.031
H (1.4754, 2.4231, 2.4863)  -0.008
H (-0.8736, 2.0535, -3.1453)  0.002
H (0.8143, 0.1062, 5.1568)  0.069
H (-1.0931, -4.1732, -0.0779)  0.062
H (-0.2985, 1.6973, 1.2136)  -0.046
H (0.9287, -5.0499, 1.7955)  0.093
H (3.4989, 1.8421, 0.3828)  -0.031
H (-1.0660, -2.4121, 2.9004)  0.094
H (0.3579, 1.9817, -4.0229)  0.056
H (-0.6965, 2.0960, 2.6187)  0.050
H (-0.8207, 4.1925, -1.9407)  -0.035
H (1.3625, -4.1209, 2.9094)  0.086
H (3.6286, 0.6964, -2.0743)  -0.016
H (-3.4278, 2.2927, 0.8628)  0.046
H (3.2477, -2.9883, -3.6360)  0.078
H (-2.5200, -0.0130, -1.2771)  0.015
H (3.7414, 1.6420, 1.8637)  -0.022
H (-3.5880, -3.6484, -0.3751)  0.041
H (2.6225, -1.6117, 2.8348)  0.098

Computed properties:
charge: +1
E_HOMO: -11.83 eV
LUMO level: -3.777 eV
ΔE to the lowest compared entry with this formula, charge and spin: 3.998 eV

***

5.
Molecular formula: C48H53N5O4PbSiTe
Method: DFT, ωB97M-V/def2-TZVPD

Last column: Mulliken spin population.
Positions of all 113 atoms, in Å:
Pb (1.5291, -0.9195, -2.1439)  0.003
Te (0.2619, -0.7422, 1.6156)  0.004
Si (1.1551, -1.2417, -5.9618)  -0.002
O (2.2228, -3.1779, -0.9603)  0.000
O (-4.3201, -0.1292, -3.2549)  0.004
O (-0.5720, -1.1657, -1.5660)  -0.006
O (-0.4585, 1.6169, -0.3104)  0.025
N (2.2529, 1.5836, -1.5326)  0.009
N (1.5554, -1.5472, 0.3956)  0.001
N (0.5638, -0.3954, -4.5143)  0.111
N (-0.4975, 1.0624, -3.0991)  0.135
N (-1.7589, 0.4313, -2.7829)  0.089
C (-4.1593, -1.1510, -2.3814)  -0.005
C (-2.5341, -2.0190, 2.5688)  0.000
C (-0.7148, -3.4317, 5.5758)  0.000
C (-3.6973, 1.4195, 1.3530)  0.000
C (3.2022, 2.2304, 3.1080)  0.000
C (1.2190, -3.9567, 1.0483)  0.000
C (-0.2704, -1.8389, -7.0095)  0.002
C (3.5729, 3.9111, -0.8241)  -0.003
C (-1.0756, -4.1873, 6.8221)  0.000
C (0.9545, -2.3948, 4.1460)  0.000
C (-0.1474, 0.6584, -4.4544)  -0.012
C (-0.9991, 2.6692, -5.7134)  -0.113
C (-1.5809, 3.2027, 1.1518)  -0.003
C (2.4326, 2.9512, 4.0053)  0.000
C (0.6015, -3.0959, 5.2943)  0.000
C (-0.7100, 1.3408, -5.5992)  0.284
C (-2.8966, -1.4435, -1.8440)  -0.005
C (1.1329, 2.5214, 4.2353)  0.000
C (2.9801, 4.1556, 4.7162)  0.000
C (2.7236, 1.1146, 2.4214)  0.000
C (-2.6970, 3.5209, 1.9146)  0.000
C (3.5782, 1.6707, -1.6091)  -0.002
C (-5.2602, -1.9270, -2.0147)  0.000
C (1.5600, 2.6524, -1.1271)  -0.005
C (-0.3880, 3.5036, -3.4328)  -0.203
C (1.3883, 0.7423, 2.6377)  -0.001
C (-1.6986, -3.0702, 4.6614)  0.000
C (-0.3384, 2.3673, -2.6692)  0.308
C (-1.3998, -2.3741, 3.4987)  0.000
C (-0.7831, 3.6707, -4.7649)  0.369
C (4.2845, 2.8170, -1.2871)  0.008
C (1.6801, -2.8648, 0.1141)  0.001
C (2.4049, -2.0833, 3.9090)  0.000
C (-2.5957, 1.0982, 0.5738)  -0.005
C (-3.7603, 2.6368, 2.0171)  0.000
C (2.1922, 3.8265, -0.7420)  0.017
C (-0.0616, -2.0304, 3.2604)  0.000
C (3.7392, 0.3666, 1.5999)  0.000
C (-3.8897, -3.2997, -0.6084)  0.000
C (-1.5467, 1.9981, 0.4615)  0.009
C (0.5918, 1.4343, 3.5649)  0.000
C (-2.8004, -2.5316, -0.9698)  0.000
C (-5.1352, -2.9858, -1.1387)  0.000
C (-1.6376, -0.6727, -2.1173)  -0.014
C (2.2971, -0.0886, -6.8770)  0.006
C (2.0998, -2.7040, -5.2994)  0.002
C (-0.8053, 1.0157, 3.9424)  0.000
C (0.0470, 2.5922, -1.2083)  -0.045
H (2.5299, -3.2802, -6.1208)  0.000
H (2.7249, -0.5705, -7.7576)  0.000
H (-5.2441, -0.1081, -3.5321)  -0.001
H (0.5132, 3.0494, 4.9516)  0.000
H (0.1671, -3.8455, 1.3162)  0.000
H (-0.3250, 3.5768, -0.9323)  0.024
H (2.6941, -1.1532, 4.4027)  0.000
H (2.6315, -1.9832, 2.8488)  0.000
H (-1.1438, -2.0598, -6.3923)  0.001
H (-6.2299, -1.6852, -2.4368)  0.000
H (3.0276, -2.8822, 4.3113)  0.000
H (-2.9338, -1.0242, 2.7849)  0.000
H (-4.5189, 0.7177, 1.4179)  0.000
H (-6.0084, -3.5685, -0.8776)  0.000
H (4.1008, 0.7783, -1.9409)  0.000
H (2.9300, -2.4120, -4.6509)  0.000
H (-2.7234, 4.4664, 2.4408)  0.000
H (1.7921, -3.9247, 1.9757)  0.000
H (-3.7706, -4.1365, 0.0658)  0.000
H (-1.4093, 0.6528, 3.1061)  0.000
H (3.1234, 0.2166, -6.2311)  0.001
H (-1.8176, -2.7699, -0.5853)  -0.001
H (-2.7289, -3.3483, 4.8534)  0.000
H (1.3848, -3.3937, 5.9824)  0.000
H (1.3680, -4.9170, 0.5641)  0.000
H (4.0477, 4.2709, 4.5373)  0.000
H (-2.5570, 0.1615, 0.0386)  0.001
H (-0.2056, -4.3481, 7.4554)  0.000
H (4.2327, 2.5250, 2.9402)  0.000
H (0.0119, -2.7597, -7.5233)  0.000
H (1.4516, -3.3782, -4.7343)  0.000
H (1.7782, 0.8135, -7.2052)  -0.005
H (-0.5676, -1.1192, -7.7728)  0.000
H (-1.3467, 1.8623, 4.3565)  0.000
H (4.0835, 4.8225, -0.5423)  0.000
H (-0.9443, 4.6904, -5.0895)  0.020
H (-2.2546, -2.0338, 1.5136)  0.000
H (1.6046, 4.6661, -0.3946)  0.000
H (-0.8498, 0.7199, -6.4739)  0.012
H (2.4792, 5.0644, 4.3775)  0.000
H (-1.5001, -5.1611, 6.5746)  0.000
H (2.8210, 4.0811, 5.7921)  0.000
H (4.5067, 1.0567, 1.2547)  0.000
H (-1.8235, -3.6437, 7.4002)  0.000
H (4.2374, -0.3760, 2.2271)  0.000
H (-0.7487, 3.8940, 1.1202)  0.000
H (5.3599, 2.8402, -1.3898)  0.000
H (3.3149, -0.1578, 0.7539)  0.000
H (-1.3796, 2.9944, -6.6746)  -0.003
H (-0.1685, 4.4216, -2.8966)  -0.014
H (-0.7742, 0.2232, 4.6939)  0.000
H (-3.3492, -2.7307, 2.6914)  0.000
H (-4.6265, 2.8927, 2.6114)  0.000

Computed properties:
2S+1: 2
charge: +1
E_HOMO (alpha / beta): -9.33 / -10.41 eV
LUMO level (alpha / beta): -1.964 / -3.332 eV
ΔE to the lowest compared entry with this formula, charge and spin: 0.831 eV

***

6.
Molecular formula: C4H8N3O2S
Method: DFT, ωB97M-V/def2-TZVPD

Last column: Löwdin charge in e.
Positions of all 18 atoms, in Å:
S (-3.4479, -0.2634, 0.1484)  0.985
O (1.7113, -1.7346, 1.5310)  0.199
O (2.5954, -1.2037, -0.4471)  0.047
N (-2.6081, -1.4016, -1.1530)  -0.207
N (0.4913, -0.2700, 0.2613)  0.185
N (-1.2303, -1.2458, -1.0772)  0.049
C (-0.7618, -0.4921, -0.1141)  -0.354
C (2.4575, -0.5221, -1.7324)  0.027
C (-1.8097, 0.2540, 0.6901)  -0.363
C (1.7179, -1.1605, 0.4958)  -0.484
H (3.1904, -0.9674, -2.3742)  0.100
H (2.5736, 0.5618, -1.8056)  0.107
H (-1.7928, -0.0201, 1.6824)  0.059
H (0.6434, 0.1867, 1.0967)  0.121
H (1.4348, -0.7930, -1.9595)  0.075
H (-1.7206, 1.3125, 0.4315)  0.107
H (-2.7045, -2.4433, -1.1622)  0.169
H (-3.2552, -1.2471, -2.0051)  0.179

Computed properties:
SMILES string: COC(=O)NC1=N[NH2+]SC1
charge: +1
E_HOMO: -14.24 eV
LUMO level: -4.769 eV
ΔE to the lowest compared entry with this formula, charge and spin: 1.791 eV